Entry 1:
# C26H61N5O7

5 unconnected molecules or ions with the total composition C26H61N5O7 (ωB97M-V with the def2-TZVPD basis set, OMol25).

```
99
C26H61N5O7 ωB97M-V with the def2-TZVPD basis set
C -0.9067 -6.2098 0.5247
C -0.5280 -5.2096 1.5966
O -1.0579 -5.2515 2.6805
N 0.4570 -4.2075 1.3133
C 0.4320 -3.6940 -0.0662
C -0.6924 -2.6687 -0.3344
C -1.5422 -2.1996 0.8680
C -3.0589 -2.1703 0.6131
C -3.7516 -3.5469 0.6584
C -5.1758 -3.5470 1.2322
C -5.6860 -4.8649 0.6667
O -5.1495 -4.8852 -0.6799
C -3.9860 -4.1944 -0.7001
O -3.3156 -4.1222 -1.6984
H -1.7977 -5.8476 -0.0053
H -0.1291 -6.3701 -0.2224
H -1.1667 -7.1446 1.0229
H 1.3650 -4.6253 1.5029
H 0.3616 -4.5042 -0.8032
H 1.3921 -3.2055 -0.2589
H -0.2213 -1.7751 -0.7592
H -1.3471 -3.0652 -1.1108
H -1.3330 -2.7796 1.7680
H -1.2462 -1.1704 1.1060
H -3.2570 -1.6803 -0.3472
H -3.5241 -1.5508 1.3883
H -3.1519 -4.2034 1.3048
H -5.1993 -3.5482 2.3237
H -5.7433 -2.6991 0.8308
H -5.2347 -5.6986 1.2175
H -6.7656 -4.9941 0.6132
C 5.2682 0.3470 -0.2521
C 4.8831 -0.9131 -1.0164
C 3.4983 -0.8242 -1.6712
O 2.4124 -0.9511 -0.7735
C 2.0367 0.2299 -0.0910
N 5.0134 -2.0748 -0.1340
H 4.7181 0.4276 0.6852
H 6.3284 0.3333 -0.0011
H 5.0713 1.2468 -0.8355
H 5.6013 -1.0453 -1.8320
H 3.3898 -1.6577 -2.3714
H 3.3983 0.1046 -2.2510
H 2.1548 1.1077 -0.7313
H 2.6107 0.3711 0.8285
H 0.9842 0.1336 0.1750
H 4.8682 -2.9279 -0.6653
H 4.2534 -2.0472 0.5403
C 1.7940 5.3565 1.0243
C 3.1912 5.1425 1.5949
C 4.2896 5.0295 0.5288
O 4.2956 3.7863 -0.1483
C 3.4065 3.6829 -1.2409
N 3.1673 3.9848 2.4933
H 1.3981 4.4406 0.5843
H 1.1050 5.6481 1.8158
H 1.7927 6.1333 0.2563
H 3.4402 6.0176 2.2037
H 5.2617 5.0974 1.0236
H 4.2255 5.8537 -0.1937
H 3.3220 4.6251 -1.7910
H 2.4096 3.3690 -0.9228
H 3.8017 2.9226 -1.9158
H 4.0594 3.9025 2.9713
H 3.0963 3.1464 1.9230
C -3.4989 3.2832 3.8225
C -2.0119 3.0326 4.0454
C -1.1905 4.3077 4.2725
O -0.9469 5.0609 3.1009
C -1.9592 5.9741 2.7304
N -1.4921 2.2155 2.9466
H -3.6920 3.6808 2.8255
H -4.0514 2.3483 3.9101
H -3.8971 3.9877 4.5552
H -1.9097 2.4418 4.9614
H -0.2025 4.0167 4.6376
H -1.6549 4.9434 5.0384
H -2.4334 6.4196 3.6106
H -2.7291 5.5077 2.1102
H -1.4861 6.7658 2.1494
H -0.5347 1.9433 3.1483
H -1.4290 2.8028 2.1195
C -2.1394 -0.3223 -3.7214
C -0.7498 0.0926 -4.1943
C -0.2756 -0.6509 -5.4491
O 0.1376 -1.9821 -5.2149
C -0.8947 -2.9520 -5.1965
N 0.1857 -0.0438 -3.0772
H -2.1237 -1.3015 -3.2412
H -2.5102 0.3922 -2.9866
H -2.8474 -0.3600 -4.5515
H -0.7930 1.1539 -4.4611
H 0.6059 -0.1375 -5.8427
H -1.0491 -0.6272 -6.2287
H -1.6741 -2.7117 -5.9263
H -1.3515 -3.0529 -4.2091
H -0.4455 -3.9071 -5.4661
H 1.0889 0.3495 -3.3263
H 0.3682 -1.0361 -2.9476
```

The HOMO energy is -0.335 hartree. The SMILES is CC(=O)NCCCC[C@H]1CCOC1=O.COC[C@@H](C)N.COC[C@@H](C)N.COC[C@@H](C)N.COC[C@@H](C)N. Its net charge is 0. The LUMO energy is 0.6 eV. The calculation puts the energy at -1827.63390 Eh. Its HOMO-LUMO gap is 9.76 eV.

Results of the Mulliken charge analysis, in e, for atoms 1 through 8: -1.068 0.655 -0.561 -0.322 -0.541 1.312 -1.013 -1.168

---

Entry 2:
# C26H62B3FO2PRbV

A molecular structure, C26H62B3FO2PRbV in a non-equilibrium geometry (ωB97M-V with the def2-TZVPD basis set, OMol25).

```
97
C26H62B3FO2PRbV ωB97M-V with the def2-TZVPD basis set
Rb 1.1286 -5.0971 -1.8387
V 0.4105 -3.2923 1.9266
C 3.6244 3.2205 -2.5571
C 2.8005 1.9682 -2.1224
C 1.3012 2.2480 -1.7330
C 0.5166 0.9109 -1.5348
P -1.2192 1.0982 -1.1055
C -2.1201 -0.4347 -1.1769
C -2.0032 -1.2879 -2.4755
C -2.5170 -2.7423 -2.3098
C -4.0067 -2.7960 -2.1724
C -1.8046 2.0759 -2.4768
C -3.3425 2.2929 -2.4802
C -3.7728 3.0141 -3.7248
C -3.5104 4.5329 -3.5190
C -1.4591 1.9480 0.4929
C -2.8630 2.0881 1.1048
C -2.9027 2.2712 2.6662
C -2.3061 3.5586 3.2410
H 3.4902 4.0025 -1.8097
H 3.2703 3.7248 -3.4562
H 4.6881 3.0116 -2.6708
H 3.3399 1.5490 -1.2730
H 2.9307 1.2504 -2.9322
H 0.9760 2.8510 -2.5808
H 1.3563 2.8479 -0.8247
H 0.8944 0.3013 -0.7140
H 0.5893 0.2742 -2.4165
H -3.1747 -0.2082 -1.0198
H -1.8388 -1.0307 -0.3087
H -0.9845 -1.3151 -2.8622
H -2.5544 -0.7300 -3.2325
H -2.0299 -3.1981 -1.4478
H -2.2601 -3.3691 -3.1637
H -4.5329 -2.1463 -1.4730
H -4.1891 -3.8351 -1.8983
H -4.4929 -2.5806 -3.1238
H -1.3596 1.6541 -3.3780
H -1.3976 3.0657 -2.2699
H -3.7149 2.7668 -1.5721
H -3.8925 1.3520 -2.5004
H -4.8346 2.7697 -3.7548
H -3.2576 2.6107 -4.5965
H -4.1162 4.8619 -2.6746
H -3.8613 5.0589 -4.4068
H -2.4804 4.7622 -3.2458
H -0.9154 2.8924 0.4705
H -0.8706 1.2834 1.1254
H -3.4691 1.2453 0.7727
H -3.3229 2.9537 0.6280
H -2.3942 1.4476 3.1674
H -3.9381 2.3181 3.0038
H -2.2740 3.5727 4.3305
H -2.9008 4.4354 2.9851
H -1.2911 3.7084 2.8730
B 0.6187 -2.2062 -0.0358
H 0.2570 -1.4362 0.6279
H -0.0228 -3.0720 -0.0916
H 0.7897 -1.8294 -1.0323
H 1.5235 -2.6356 0.3656
B -1.3370 -2.6454 3.3643
H -2.2127 -2.1802 3.7896
H -0.5130 -1.9489 3.3554
H -1.1631 -3.5246 3.9651
H -1.4388 -2.9543 2.3355
B 0.1403 -5.3664 1.1161
H 1.0438 -4.8620 0.8106
H 0.3167 -5.5225 2.1691
H -0.7210 -4.7224 1.0286
H -0.0402 -6.2828 0.5758
C 2.6778 -4.2917 4.0219
O 2.1670 -3.3211 3.1790
H 2.2678 -5.2917 3.8805
H 3.6499 -4.5371 3.5943
H 2.7882 -4.0017 5.0668
C 4.9604 -2.5117 0.4312
C 4.6802 -1.2694 -0.4634
O 5.3791 -0.2740 -0.3823
C 3.7560 -1.4576 -1.6062
H 4.1345 -2.8509 1.0564
H 5.7301 -2.2810 1.1677
H 5.2500 -3.3685 -0.1772
H 4.3402 -1.5218 -2.5242
H 3.0234 -0.6547 -1.5239
H 3.2219 -2.4061 -1.5498
F 3.6405 3.6816 1.4439
C 2.8387 2.7367 2.0255
C 1.7636 3.1033 2.8873
C 0.9245 2.1514 3.5167
C 1.0788 0.8291 3.2025
C 2.1242 0.4414 2.3549
C 3.0066 1.3909 1.7854
H 1.5379 4.1267 3.1483
H 0.2144 2.4174 4.2858
H 0.4140 0.1174 3.6694
H 2.2526 -0.6008 2.1026
H 3.7959 1.0973 1.1093
```

The HOMO energy (spin up / spin down) is -0.349 / -0.416 hartree. Its net charge is +1. Its spin multiplicity is 5. The LUMO energy (spin up / spin down) is -3.0 / -5.3 eV. The calculation puts the energy at -2661.63103 Eh. Its HOMO-LUMO gap (spin up / spin down) is 6.45 / 6.01 eV.

Results of the Mulliken charge analysis, in e, for atoms 1 through 8: 0.988 -0.164 -1.662 0.033 -0.526 0.432 1.072 -1.550

---

> Which of these has the lowest energy?

C26H62B3FO2PRbV

---

> Which of these has the highest energy?

C26H61N5O7

---

> energy of number 1 (C26H61N5O7)?

-1827.63390 Eh